[1]
{"formula": "C6H4Cl4F30N2O8P3S4V2", "method": "ωB97M-V with the def2-TZVPD basis set", "fmax_ev_per_a": 5.2, "molar_mass_g_mol": 1266.93, "lumo_energy_ev": [3.3, 3.5], "total_energy_ev": -279859.6343, "multiplicity": 8, "orbital_gap_ev": [5.5, 10.0], "charge": -2, "s2": 15.755, "homo_ev": [-2.180, -6.516], "elements": ["V", "V", "P", "F", "F", "F", "F", "F", "F", "P", "F", "F", "F", "F", "F", "F", "P", "F", "F", "F", "F", "F", "F", "C", "F", "F", "F", "S", "O", "O", "N", "S", "O", "O", "C", "F", "F", "F", "C", "F", "F", "F", "S", "O", "O", "N", "S", "O", "O", "C", "F", "F", "F", "C", "Cl", "Cl", "H", "H", "C", "Cl", "Cl", "H", "H"], "xyz": [[1.726, 0.067, -2.369], [-2.949, -1.217, -0.152], [-0.149, -3.089, -1.887], [-1.293, -4.164, -2.347], [0.240, -4.059, -0.619], [0.860, -4.118, -2.693], [1.003, -1.982, -1.382], [-0.367, -2.214, -3.257], [-1.247, -2.311, -1.020], [-2.872, -0.141, -2.998], [-3.093, -1.687, -2.513], [-1.459, -0.245, -2.212], [-2.172, -0.600, -4.395], [-2.396, 1.392, -3.170], [-4.313, 0.077, -3.799], [-3.578, 0.288, -1.583], [-3.715, -4.308, 0.623], [-4.813, -5.274, -0.013], [-3.111, -5.587, 1.534], [-2.764, -4.892, -0.506], [-2.655, -3.230, 1.177], [-4.110, -3.048, -0.355], [-4.756, -3.928, 1.786], [-1.163, 2.642, 0.541], [-1.561, 2.747, -0.739], [-0.277, 3.604, 0.841], [-2.204, 2.674, 1.380], [-0.231, 0.901, 0.793], [0.444, 0.508, -0.452], [0.770, 1.054, 1.832], [-1.547, -0.270, 1.036], [-1.564, -0.360, 2.640], [-1.504, 0.807, 3.455], [-2.726, -1.134, 3.026], [-0.030, -1.486, 3.263], [0.422, -2.225, 2.168], [0.986, -0.709, 3.695], [-0.438, -2.163, 4.385], [4.793, -0.679, 0.039], [5.980, -1.257, 0.205], [3.779, -1.538, -0.213], [4.412, -0.074, 1.168], [4.919, 0.567, -1.477], [6.050, 1.486, -1.094], [5.186, -0.274, -2.664], [3.223, 1.262, -1.515], [3.326, 2.560, -0.550], [2.022, 2.990, -0.090], [4.269, 2.516, 0.536], [3.928, 4.098, -1.614], [3.135, 4.300, -2.677], [3.855, 5.206, -0.869], [5.186, 3.928, -2.109], [-0.167, 4.636, -3.018], [0.237, 2.815, -2.887], [0.547, 5.381, -4.508], [-1.241, 4.580, -3.192], [0.053, 5.182, -2.101], [-0.994, -0.007, 6.462], [-1.594, 1.273, 7.396], [0.179, -1.029, 7.372], [-1.855, -0.613, 6.180], [-0.625, 0.368, 5.508]], "lowdin_charge": [0.647, 1.120, 0.288, -0.164, -0.161, -0.190, -0.216, -0.160, -0.198, 0.254, -0.163, -0.211, -0.133, -0.179, -0.155, -0.205, 0.188, -0.139, -0.190, -0.130, -0.167, -0.207, -0.132, -0.575, 0.086, 0.135, 0.135, 0.756, -0.394, -0.255, -0.376, 0.566, -0.292, -0.307, -0.486, 0.099, 0.099, 0.091, -0.613, 0.148, 0.113, 0.131, 0.775, -0.342, -0.337, -0.389, 0.572, -0.326, -0.293, -0.593, 0.078, 0.126, 0.096, -0.865, 0.540, 0.465, 0.011, 0.037, -1.094, 0.565, 0.484, 0.030, 0.002]}

***

[2]
{"formula": "C33H38BiN6O3S3", "method": "ωB97M-V with the def2-TZVPD basis set", "fmax_ev_per_a": 2.6, "molar_mass_g_mol": 871.89, "lumo_energy_ev": [-5.1, -4.1], "total_energy_ev": -88257.8815, "multiplicity": 1, "relative_energy_kcal_mol": 0.0, "orbital_gap_ev": [4.7, 6.8], "charge": 1, "homo_ev": [-9.813, -10.830], "elements": ["Bi", "C", "C", "C", "C", "C", "C", "C", "C", "C", "C", "H", "H", "H", "H", "H", "H", "H", "H", "H", "H", "H", "H", "H", "H", "S", "C", "N", "N", "C", "C", "C", "C", "C", "C", "N", "N", "C", "C", "C", "C", "C", "C", "H", "H", "H", "H", "H", "H", "H", "H", "H", "H", "H", "S", "C", "N", "C", "C", "N", "H", "H", "H", "H", "H", "H", "C", "C", "C", "C", "C", "C", "C", "S", "O", "O", "O", "H", "H", "H", "H", "H", "H", "H"], "xyz": [[11.799, -14.932, -3.311], [12.322, -9.143, 0.764], [12.229, -8.764, -0.727], [10.774, -8.815, -1.249], [13.083, -9.676, -1.631], [13.328, -11.031, -1.276], [13.905, -11.905, -2.179], [14.251, -11.531, -3.441], [14.844, -12.503, -4.433], [14.044, -10.169, -3.798], [13.465, -9.246, -2.908], [11.663, -8.498, 1.377], [13.325, -9.104, 1.203], [11.859, -10.152, 0.853], [12.544, -7.745, -0.865], [10.341, -9.835, -1.360], [10.670, -8.483, -2.278], [10.065, -8.277, -0.606], [13.318, -11.339, -0.231], [14.195, -12.890, -1.916], [15.693, -12.009, -4.847], [14.126, -12.725, -5.219], [15.065, -13.436, -3.905], [14.482, -9.757, -4.738], [13.276, -8.209, -3.207], [12.756, -17.121, -2.571], [13.647, -17.639, -4.099], [14.524, -18.661, -4.152], [14.580, -19.323, -2.964], [13.892, -20.488, -2.857], [13.845, -21.076, -1.594], [13.220, -22.296, -1.408], [12.496, -22.887, -2.455], [12.489, -22.239, -3.696], [13.193, -21.081, -3.967], [13.443, -17.050, -5.317], [12.696, -15.922, -5.297], [12.556, -15.415, -6.581], [12.159, -14.080, -6.768], [12.218, -13.531, -8.017], [12.719, -14.248, -9.137], [13.132, -15.536, -8.941], [13.049, -16.136, -7.700], [15.035, -19.005, -2.124], [14.339, -20.628, -0.721], [13.488, -22.828, -0.484], [11.851, -23.726, -2.220], [12.027, -22.685, -4.543], [13.258, -20.705, -4.991], [11.716, -13.506, -5.987], [11.855, -12.522, -8.197], [12.633, -13.853, -10.169], [13.443, -16.188, -9.763], [13.363, -17.171, -7.529], [11.258, -14.582, -0.658], [9.618, -14.124, -0.499], [9.220, -12.831, -0.250], [7.822, -12.812, 0.206], [7.324, -14.166, -0.302], [8.565, -14.926, -0.489], [9.801, -11.996, -0.427], [7.279, -11.930, -0.097], [7.909, -12.767, 1.331], [6.835, -14.060, -1.281], [6.719, -14.693, 0.348], [8.580, -15.900, -0.841], [8.871, -18.519, -9.299], [8.786, -18.142, -7.849], [7.778, -17.327, -7.368], [7.781, -16.838, -6.054], [8.836, -17.224, -5.237], [9.804, -18.192, -5.652], [9.778, -18.647, -6.945], [8.870, -16.503, -3.632], [9.712, -17.316, -2.727], [7.480, -16.331, -3.249], [9.583, -15.160, -3.791], [7.959, -18.731, -9.793], [9.557, -19.393, -9.389], [9.356, -17.710, -9.880], [7.007, -16.951, -8.081], [7.018, -16.238, -5.632], [10.615, -18.549, -5.024], [10.514, -19.409, -7.292]], "lowdin_charge": [1.405, -0.077, -0.367, -0.068, -0.190, -0.032, -0.110, -0.295, -0.040, -0.023, -0.031, 0.083, 0.087, 0.071, 0.124, 0.067, 0.073, 0.081, 0.105, 0.086, 0.076, 0.059, 0.077, 0.124, 0.121, 0.518, -0.668, 0.058, 0.014, -0.239, -0.014, -0.059, -0.034, -0.064, 0.023, 0.009, -0.180, -0.289, -0.073, -0.073, -0.067, -0.092, -0.017, 0.152, 0.129, 0.123, 0.115, 0.102, 0.119, 0.075, 0.110, 0.121, 0.116, 0.108, 0.524, -0.784, 0.029, -0.116, -0.101, 0.060, 0.139, 0.119, 0.139, 0.134, 0.102, 0.149, -0.049, -0.258, -0.026, -0.038, -0.273, -0.053, -0.035, 0.492, -0.417, -0.299, -0.575, 0.065, 0.087, 0.095, 0.134, 0.103, 0.101, 0.125]}

***

[3]
{"formula": "C35H37FLiNP2Si", "method": "ωB97M-V with the def2-TZVPD basis set", "fmax_ev_per_a": 0.6, "molar_mass_g_mol": 587.66, "lumo_energy_ev": 0.4, "total_energy_ev": -67766.1965, "multiplicity": 1, "relative_energy_kcal_mol": 1.5, "orbital_gap_ev": 7.1, "homo_ev": -6.714, "elements": ["Li", "C", "C", "P", "C", "C", "C", "C", "C", "C", "C", "C", "C", "C", "C", "C", "P", "C", "C", "C", "C", "C", "C", "C", "C", "C", "C", "C", "C", "H", "H", "H", "H", "H", "H", "H", "H", "H", "H", "H", "H", "H", "H", "H", "H", "H", "H", "H", "H", "H", "H", "H", "H", "C", "Si", "C", "C", "N", "C", "C", "C", "C", "C", "C", "F", "H", "H", "H", "H", "H", "H", "H", "H", "H", "H", "H", "H", "H"], "xyz": [[1.548, -0.533, -0.088], [-0.682, -1.463, 2.219], [-0.823, -2.992, 1.960], [-0.696, -3.915, 0.325], [0.748, -3.204, -0.527], [1.909, -2.894, 0.183], [3.091, -2.595, -0.487], [3.128, -2.585, -1.873], [2.004, -2.975, -2.587], [0.837, -3.310, -1.920], [-2.151, -3.443, -0.684], [-3.305, -4.152, -0.345], [-4.466, -4.022, -1.084], [-4.485, -3.190, -2.193], [-3.343, -2.490, -2.547], [-2.181, -2.613, -1.800], [-0.876, -0.260, 0.832], [-2.693, 0.046, 0.773], [-3.630, -0.700, 1.476], [-4.986, -0.420, 1.363], [-5.424, 0.609, 0.548], [-4.497, 1.361, -0.161], [-3.148, 1.073, -0.057], [-0.474, 1.340, 1.636], [-0.287, 2.417, 0.770], [-0.059, 3.691, 1.261], [0.003, 3.902, 2.630], [-0.157, 2.835, 3.499], [-0.396, 1.559, 3.007], [0.341, -1.279, 2.555], [-1.342, -1.178, 3.041], [-1.786, -3.354, 2.330], [-0.076, -3.497, 2.578], [1.918, -2.962, 1.265], [3.997, -2.416, 0.077], [4.042, -2.326, -2.390], [2.041, -3.050, -3.666], [-0.008, -3.680, -2.485], [-3.283, -4.826, 0.506], [-5.354, -4.575, -0.803], [-5.387, -3.098, -2.785], [-3.358, -1.834, -3.408], [-1.304, -2.053, -2.095], [-3.317, -1.512, 2.118], [-5.702, -1.023, 1.908], [-6.482, 0.820, 0.460], [-4.828, 2.166, -0.805], [-2.432, 1.655, -0.624], [-0.283, 2.246, -0.298], [0.089, 4.516, 0.576], [0.189, 4.897, 3.015], [-0.094, 2.994, 4.568], [-0.507, 0.740, 3.707], [0.990, 0.762, -3.056], [2.261, 1.831, -2.141], [3.949, 1.699, -2.988], [1.625, 3.608, -2.377], [2.294, 1.136, -0.582], [2.847, 1.661, 0.540], [3.378, 2.962, 0.714], [3.842, 3.409, 1.937], [3.839, 2.593, 3.062], [3.363, 1.294, 2.934], [2.897, 0.888, 1.713], [2.409, -0.420, 1.585], [0.857, 1.068, -4.096], [0.016, 0.830, -2.560], [1.293, -0.286, -3.051], [3.937, 2.069, -4.016], [4.273, 0.656, -3.007], [4.703, 2.264, -2.435], [1.722, 3.914, -3.421], [2.158, 4.343, -1.771], [0.566, 3.679, -2.114], [3.414, 3.614, -0.149], [4.213, 4.424, 2.023], [4.207, 2.951, 4.013], [3.357, 0.603, 3.769]], "lowdin_charge": [0.495, -0.396, -0.383, 1.069, -0.412, -0.157, -0.097, -0.078, -0.078, -0.109, -0.392, -0.128, -0.086, -0.084, -0.073, -0.113, 1.048, -0.348, -0.088, -0.083, -0.090, -0.078, -0.096, -0.374, -0.133, -0.067, -0.077, -0.078, -0.080, 0.059, 0.071, 0.056, 0.061, 0.105, 0.118, 0.110, 0.114, 0.101, 0.095, 0.103, 0.103, 0.107, 0.087, 0.089, 0.103, 0.102, 0.104, 0.092, 0.073, 0.107, 0.104, 0.104, 0.097, -0.172, 0.367, -0.171, -0.176, -0.144, -0.361, -0.041, -0.107, -0.117, -0.039, -0.211, -0.069, 0.029, 0.012, -0.001, 0.023, 0.013, 0.023, 0.026, 0.012, 0.015, 0.085, 0.099, 0.092, 0.115]}

***

[4]
{"formula": "C9H7BrN2O", "method": "ωB97M-V with the def2-TZVPD basis set", "fmax_ev_per_a": 6.6, "molar_mass_g_mol": 239.07, "lumo_energy_ev": [-2.0, -2.0], "total_energy_ev": -84511.0252, "multiplicity": 1, "relative_energy_kcal_mol": 59.4, "orbital_gap_ev": [5.3, 5.3], "homo_ev": [-7.351, -7.348], "elements": ["C", "C", "C", "C", "C", "C", "C", "C", "C", "N", "N", "O", "Br", "H", "H", "H", "H", "H", "H", "H"], "xyz": [[-0.050, -2.719, 0.769], [-0.179, -2.879, -0.587], [0.256, -1.525, 1.450], [-0.278, -1.796, -1.416], [0.290, -0.367, 0.591], [0.002, -0.542, -0.828], [0.432, 1.036, 0.758], [-0.630, 2.783, -2.814], [0.533, 1.853, 2.009], [0.186, 1.554, -0.414], [-0.060, 0.657, -1.370], [-1.301, 2.820, -3.730], [0.060, 3.769, -1.452], [-0.344, -3.555, 1.334], [-0.348, -3.858, -1.015], [0.156, -1.524, 2.434], [-0.249, -1.804, -2.570], [0.616, 2.755, 1.609], [-0.439, 1.725, 2.607], [1.344, 1.616, 2.635]], "lowdin_charge": [-0.118, -0.134, 0.014, -0.035, -0.103, -0.275, -0.307, -0.578, -0.012, -0.182, 0.024, 0.151, 1.007, 0.079, 0.099, 0.051, 0.135, 0.002, 0.119, 0.063]}

***

[5]
{"formula": "C2H9N3O2", "method": "ωB97M-V with the def2-TZVPD basis set", "fmax_ev_per_a": 2.8, "molar_mass_g_mol": 107.11, "lumo_energy_ev": [-0.2, -0.2], "total_energy_ev": -10779.6574, "multiplicity": 1, "relative_energy_kcal_mol": 147.2, "orbital_gap_ev": [8.4, 8.4], "homo_ev": [-8.652, -8.652], "elements": ["C", "N", "O", "N", "O", "H", "H", "H", "H", "C", "N", "H", "H", "H", "H", "H"], "xyz": [[2.127, -0.612, -0.363], [1.370, 0.529, 0.086], [0.996, 0.383, 1.456], [0.373, 0.939, -0.735], [-0.310, 1.896, -0.223], [0.701, 1.290, 1.670], [3.073, -0.635, 0.178], [2.318, -0.490, -1.424], [1.590, -1.549, -0.172], [-1.805, -0.679, -0.445], [-2.210, 0.213, 0.538], [-1.815, 1.171, 0.317], [-1.767, -0.016, 1.425], [-2.375, -0.586, -1.367], [-1.667, -1.700, -0.106], [-0.598, -0.153, -0.835]], "lowdin_charge": [-0.045, -0.246, -0.007, -0.118, -0.128, 0.102, 0.091, 0.091, 0.088, -0.167, -0.051, 0.060, 0.071, 0.075, 0.076, 0.109]}